[1]
ORCA calculation (the ωB97M-V functional and the def2-TZVPD basis) on an isolated molecule of C4H5NO.

XYZ file:
```
11
Properties=species:S:1:pos:R:3
C 1.36142 -0.23325 -0.22416
C 0.15902 -0.36595 0.68068
O -0.35201 0.94912 0.89260
C -1.19327 0.01064 0.28213
C -1.52706 0.22261 -1.10518
N -1.79893 0.37793 -2.21620
H 2.18745 0.36382 0.19127
H 1.72330 -1.22851 -0.38373
H 1.11524 0.21592 -1.18945
H 0.19082 -0.93476 1.61964
H -2.00205 -0.28866 0.93137
```

Computed properties:
spin multiplicity	1
maximum force	1.76	eV Å⁻¹
energy	-7764.7378	eV
SMILES	C[C@H]1O[C@H]1C#N

These are the natural (NBO) partial charges, in e, on atoms 1 to 4: -0.638, 0.085, -0.458, -0.058

---

[2]
ORCA calculation (the ωB97M-V functional and the def2-TZVPD basis) on an isolated molecule of C3H2Cl2F2.

XYZ file:
```
9
Properties=species:S:1:pos:R:3
F -2.25853 0.73440 1.01177
C -1.31656 0.11781 0.28932
Cl -2.05490 -1.10903 -0.63384
C -0.06779 0.57806 0.32745
C 1.02295 -0.13750 -0.38668
F 2.22214 0.47622 -0.44101
Cl 1.29687 -1.68719 0.47985
H 0.21133 1.32737 0.95878
H 0.94450 -0.30012 -1.60564
```

Computed properties:
spin multiplicity	1
maximum force	4.01	eV Å⁻¹
energy	-33621.7978	eV
SMILES	F/C(Cl)=C/[C@@H](F)Cl

These are the natural (NBO) partial charges, in e, on atoms 1 to 4: -0.310, 0.386, 0.059, -0.383

---

[3]
ORCA calculation (the ωB97M-V functional and the def2-TZVPD basis) on a structure of composition C16H19Br12F9O6.

XYZ file:
```
62
Properties=species:S:1:pos:R:3
C -4.43595 1.88991 -0.73093
Br -5.74096 3.16948 0.08408
Br -3.57711 0.88709 0.69695
Br -3.10820 2.82948 -1.77459
H -5.04695 1.23660 -1.33614
C 1.31800 -1.12757 2.34128
Br -0.49843 -0.76735 1.89335
Br 1.58969 -2.17928 3.96552
Br 2.38942 0.51720 2.39049
H 1.80487 -1.64527 1.52535
C 1.72571 3.41077 -5.68929
Br 2.74598 3.95857 -4.08726
Br 1.35707 4.94531 -6.86719
Br 0.09827 2.45684 -5.17893
H 2.27429 2.68799 -6.27603
C -3.16649 -2.03308 -4.06882
Br -2.14109 -3.23575 -2.92990
Br -1.95770 -0.72337 -4.84917
Br -4.58123 -1.19536 -3.02993
H -3.57893 -2.64703 -4.85689
C 0.79628 1.47839 -1.17488
C -0.02874 0.27208 -1.62221
O 0.62710 -0.65252 -2.47978
C 1.58229 -1.41488 -1.96361
O 2.16691 -1.24884 -0.94097
C 1.90843 -2.58733 -2.91795
F 0.75749 -3.06146 -3.40504
F 2.62695 -2.16057 -3.95525
F 2.53048 -3.52761 -2.24015
H 0.16253 2.17326 -0.62958
H 1.32553 2.03716 -1.94523
H 1.59428 1.07926 -0.54511
H -0.93293 0.66951 -2.07915
H -0.27590 -0.25122 -0.70345
C -2.68746 4.70011 5.84379
C -1.62039 5.47120 5.08576
O -1.00377 4.72035 4.06405
C -1.54414 4.63960 2.87294
O -2.59840 5.09730 2.54494
C -0.68834 3.90466 1.82293
F -1.31721 2.79829 1.35105
F -0.47857 4.74219 0.80635
F 0.47076 3.45273 2.33159
H -2.98650 5.31574 6.69189
H -2.28586 3.80748 6.33429
H -3.44774 4.30633 5.17179
H -0.80662 5.71916 5.77179
H -1.98646 6.44504 4.75247
C 4.28164 -4.72396 0.04169
C 3.24983 -4.17067 1.01217
O 2.22624 -5.16751 1.20492
C 1.03773 -5.01422 0.68735
O 0.63964 -4.10312 0.00593
C 0.03185 -6.09875 1.15079
F -0.70042 -6.50492 0.12066
F 0.65887 -7.15537 1.68764
F -0.76819 -5.56014 2.07506
H 4.84588 -3.91335 -0.41719
H 3.71858 -5.24665 -0.73252
H 4.97468 -5.42579 0.50157
H 2.81552 -3.26550 0.58972
H 3.65792 -4.01062 2.00700
```

Computed properties:
spin multiplicity	1
maximum force	1.91	eV Å⁻¹
energy	-894151.7254	eV

These are the natural (NBO) partial charges, in e, on atoms 1 to 4: -0.459, 0.055, 0.087, 0.104

---

[4]
ORCA calculation (the ωB97M-V functional and the def2-TZVPD basis) on the ion C8H8F2N3S with charge +1.

XYZ file:
```
22
Properties=species:S:1:pos:R:3
C 0.99915 2.81689 -1.78837
C 0.28213 2.31052 -0.49662
C -0.98240 0.85402 1.89341
C -1.09482 2.13059 2.27764
C -0.02672 1.02722 -0.61242
C -0.49572 3.24187 1.61710
C -2.87553 -0.28210 2.87140
C 1.14265 -1.42531 -0.91647
N 1.50614 3.93289 -1.90191
N 0.10823 3.25230 0.44337
N -1.56806 -0.13410 2.50101
F -1.81541 2.36549 3.37963
F -0.59921 4.41291 2.24083
S -0.27757 -0.39531 -1.41060
H -3.18397 -1.27666 3.10862
H -3.58138 0.61076 2.71884
H 0.67587 -2.50265 -0.95102
H 1.94081 -1.33291 -1.71005
H 1.39991 4.55890 -1.13562
H -1.09237 -1.01879 2.61716
H 1.47252 -1.00107 0.13088
H 1.02144 2.01629 -2.55143
```

Computed properties:
spin multiplicity	1
maximum force	6.96	eV Å⁻¹
energy	-29152.3778	eV
charge	+1

These are the natural (NBO) partial charges, in e, on atoms 1 to 4: 0.126, 0.043, -0.024, 0.188

---

[5]
ORCA calculation (the ωB97M-V functional and the def2-TZVPD basis) on an isolated molecule of C2H5N3O.

XYZ file:
```
11
Properties=species:S:1:pos:R:3
C -0.32824 0.40976 -0.87608
C 1.45949 -0.33182 0.60754
N -1.47629 0.01531 -0.11085
N 0.93424 -0.23516 -0.60896
N -1.49405 0.03984 1.12372
O -2.42073 -0.24390 1.82736
H -0.59770 0.26830 -1.96606
H -0.13158 1.64130 -0.82780
H 1.94217 -1.24781 0.96563
H 1.10016 0.60853 1.16703
H 1.01252 -0.92435 -1.30154
```

Computed properties:
spin multiplicity	1
maximum force	4.44	eV Å⁻¹
energy	-8667.0655	eV

These are the natural (NBO) partial charges, in e, on atoms 1 to 4: -0.094, -0.221, -0.288, -0.560

---

[6]
ORCA calculation (the ωB97M-V functional and the def2-TZVPD basis) on an isolated molecule of C4H6O.

XYZ file:
```
11
Properties=species:S:1:pos:R:3
C 2.50790 -0.42078 -0.15367
C 1.55923 0.48275 -0.18922
C -0.04974 0.79640 0.01905
C -0.81840 -0.39211 0.01193
O -2.23325 0.02132 -0.20195
H 3.63433 -0.62962 0.18534
H 0.03798 1.17173 1.10579
H -0.49774 1.61127 -0.70722
H -0.42320 -0.80803 -0.98244
H -0.84174 -1.00036 0.81160
H -2.87536 -0.83257 0.10079
```

Computed properties:
spin multiplicity	1
maximum force	6.69	eV Å⁻¹
energy	-6287.6651	eV
SMILES	C#CCCO

These are the natural (NBO) partial charges, in e, on atoms 1 to 4: -0.300, -0.018, -0.451, -0.089

---

[7]
ORCA calculation (the ωB97M-V functional and the def2-TZVPD basis) on a structure of composition C19H16BeNO6S.

XYZ file:
```
44
Properties=species:S:1:pos:R:3
Be 1.36658 0.97109 0.44699
O 0.72706 2.13450 -0.51733
C 1.16182 2.11876 -1.73998
C 1.96661 1.20663 -2.30607
C 2.27411 1.37300 -3.67230
C 2.91616 0.36206 -4.32727
C 3.35694 -0.84190 -3.68249
C 3.03253 -1.04231 -2.33830
C 2.39599 0.02416 -1.63237
O 2.14318 -0.19502 -0.37121
N 3.33875 0.62151 -5.71256
O 3.64341 -0.30663 -6.42641
O 3.41275 1.82046 -5.98566
H 0.86349 2.92877 -2.35989
H 2.05799 2.32524 -4.20233
H 3.84919 -1.62604 -4.26431
H 3.24683 -1.94149 -1.80737
O 0.41036 0.46052 1.55780
S -0.41288 -0.85550 1.45360
C -1.80938 -0.34622 0.51020
C -2.66332 0.63114 0.89272
C -3.68168 1.06162 -0.00059
C -3.89375 0.35892 -1.15988
C -3.02452 -0.70151 -1.53738
C -1.97796 -1.03198 -0.69508
C -1.07919 -1.12238 3.04728
C -1.85666 -2.25103 3.28396
C -2.46607 -2.42811 4.51057
C -2.08861 -1.56196 5.56032
C -1.14641 -0.53002 5.33299
C -0.68789 -0.28712 4.06891
H -2.68963 1.05380 1.91490
H -4.33797 1.87812 0.21100
H -4.76898 0.60139 -1.76793
H -3.10587 -1.36866 -2.38966
H -1.31271 -1.94173 -0.92508
H -2.02911 -3.00403 2.48148
H -3.08941 -3.28354 4.71313
H -2.52803 -1.79158 6.51881
H -0.96455 0.12510 6.15299
H 0.02175 0.53743 3.76141
O 2.81018 1.77884 1.06972
H 3.69032 1.37013 1.17550
H 2.92856 2.71556 1.15719
```

Computed properties:
spin multiplicity	1
maximum force	4.26	eV Å⁻¹
energy	-44968.8376	eV
charge	+1

These are the natural (NBO) partial charges, in e, on atoms 1 to 4: 1.697, -0.798, 0.435, -0.353